## P
{"formula": "C5H10N", "method": "the ωB97M-V functional and the def2-TZVPD basis", "species": ["C", "C", "C", "C", "C", "N", "H", "H", "H", "H", "H", "H", "H", "H", "H", "H"], "coordinates": [[-2.46270, -0.14770, 0.67949], [-1.94971, 0.56645, -0.26886], [-0.36160, 0.28903, -0.67556], [0.93027, -0.32114, -0.10014], [1.59019, 0.66817, 0.68314], [1.14375, -1.60133, -0.02537], [-1.87716, -0.86257, 1.19455], [-3.47657, -0.00974, 0.94095], [-2.66696, 1.06914, -0.82528], [0.11375, 1.24966, -0.98856], [-0.72994, -0.29860, -1.58435], [2.74385, 0.46960, 0.74335], [1.05979, 0.44857, 1.59317], [1.35697, 1.64550, 0.36650], [0.36242, -2.21822, -0.01831], [2.06993, -1.98927, 0.02712]], "nbo_charge": [-0.37, -0.14, -0.56, 0.52, -0.68, -0.65, 0.18, 0.23, 0.24, 0.25, 0.28, 0.26, 0.30, 0.26, 0.44, 0.44], "charge": 1, "homo_lumo_gap_ev": 8.971, "smiles": "C=CCC(C)=[NH2+]"}

=====

## Q
{"formula": "C5H10N", "method": "the ωB97M-V functional and the def2-TZVPD basis", "species": ["C", "C", "C", "C", "C", "N", "H", "H", "H", "H", "H", "H", "H", "H", "H", "H"], "coordinates": [[-2.17915, -0.03784, -0.04836], [-3.61361, -0.07632, 0.19264], [1.92760, 1.20804, 0.33789], [1.95739, -1.21708, -0.35256], [1.56637, 0.11676, -0.54655], [-1.04399, 0.12709, -0.16770], [-3.88237, -0.74306, 1.07350], [-4.02129, 0.97764, 0.49744], [-4.23065, -0.51888, -0.69008], [1.85294, 2.13241, -0.27930], [2.98836, 1.01606, 0.67281], [1.41628, 1.49406, 1.37127], [3.06332, -1.61216, -0.40282], [1.70652, -1.30490, 0.80805], [1.57054, -1.92089, -1.07771], [0.92175, 0.35909, -1.38852]], "nbo_charge": [0.40, -0.77, -0.79, -0.80, 0.40, -0.44, 0.28, 0.29, 0.29, 0.28, 0.28, 0.36, 0.36, 0.33, 0.28, 0.25], "charge": 1, "homo_lumo_gap_ev": 9.517}

=====

## R
{"formula": "C5H10N", "method": "the ωB97M-V functional and the def2-TZVPD basis", "species": ["C", "N", "C", "C", "C", "C", "H", "H", "H", "H", "H", "H", "H", "H", "H", "H"], "coordinates": [[-2.24864, 0.01944, -0.32306], [-1.08242, -0.00443, 0.05109], [-0.01600, 0.26485, 1.51332], [0.39619, 0.08110, 0.01354], [0.98262, 1.16167, -0.80788], [1.02188, -1.32461, -0.07493], [-2.42447, 0.02958, -1.34752], [-3.12742, 0.11026, 0.36948], [-0.17300, -0.72615, 1.92402], [-0.22029, 1.16778, 2.14144], [0.99945, 0.82659, -1.78930], [1.90427, 1.14705, -0.34465], [0.47110, 2.11071, -0.67016], [1.56923, -1.44914, -0.99513], [0.18402, -1.92122, -0.30606], [1.76349, -1.49349, 0.64580]], "nbo_charge": [0.10, -0.29, -0.11, 0.16, -0.61, -0.64, 0.21, 0.23, 0.23, 0.27, 0.24, 0.24, 0.24, 0.25, 0.24, 0.25], "charge": 1, "homo_lumo_gap_ev": 11.049, "smiles": "C=[N+]1CC1(C)C"}

=====

It comes down to P, which is 8.7 kJ/mol more stable than the next structure.

=====

## P
{"formula": "C5H10N", "method": "the ωB97M-V functional and the def2-TZVPD basis", "species": ["C", "C", "C", "C", "C", "N", "H", "H", "H", "H", "H", "H", "H", "H", "H", "H"], "coordinates": [[0.77924, 1.36124, -0.08930], [1.46192, 0.25562, -0.01585], [-0.72131, 1.22129, -0.06363], [2.20755, -0.98179, 0.15552], [-1.93251, -0.76110, -0.21679], [-0.80536, -0.18146, 0.32405], [1.36292, 2.26886, -0.10583], [-1.15525, 2.07016, 0.61817], [-0.92839, 1.42748, -1.14513], [2.29083, -1.27790, -0.87325], [1.71084, -1.54081, 0.97934], [3.26279, -0.67331, 0.66389], [-2.96972, -0.43997, 0.05618], [-1.82499, -0.60788, -1.37638], [-2.08399, -1.84176, -0.24616], [-0.65457, -0.29866, 1.33518]], "nbo_charge": [-0.29, 0.53, -0.23, -0.76, -0.45, -0.59, 0.30, 0.25, 0.26, 0.29, 0.32, 0.33, 0.22, 0.20, 0.24, 0.39], "charge": 1, "homo_lumo_gap_ev": 8.365}

=====

## Q
{"formula": "C5H10N", "method": "the ωB97M-V functional and the def2-TZVPD basis", "species": ["C", "N", "C", "C", "C", "C", "H", "H", "H", "H", "H", "H", "H", "H", "H", "H"], "coordinates": [[1.14444, -1.36346, -0.58943], [0.19335, -0.30880, -0.51773], [-0.65728, -0.04586, -1.73407], [-0.14157, 0.39230, 0.50184], [-0.87332, 1.33833, 1.28786], [0.34372, 0.62202, 1.88600], [0.75033, -2.03755, -1.34432], [1.19950, -1.96884, 0.29951], [2.08358, -0.99489, -0.76285], [-0.17940, 0.14754, -2.66214], [-1.25436, 0.88967, -1.44459], [-1.28440, -0.80600, -2.00251], [-0.82026, 2.35265, 0.92751], [-1.76514, 0.98345, 1.59056], [-0.01745, -0.20308, 2.47339], [1.27827, 1.00251, 2.09099]], "nbo_charge": [-0.42, -0.23, -0.41, 0.46, -0.42, -0.44, 0.24, 0.24, 0.24, 0.24, 0.23, 0.23, 0.27, 0.26, 0.25, 0.27], "charge": 1, "homo_lumo_gap_ev": 11.982, "smiles": "C[N+](C)=C1CC1"}

=====

It comes down to Q, which is 179.4 kJ/mol more stable than the next structure.

=====

## P
{"formula": "C6H12O3", "method": "the ωB97M-V functional and the def2-TZVPD basis", "species": ["C", "C", "C", "C", "O", "C", "O", "C", "O", "H", "H", "H", "H", "H", "H", "H", "H", "H", "H", "H", "H"], "coordinates": [[2.50178, -1.04004, 0.18182], [1.45646, 0.05952, -0.41305], [0.71034, 0.69457, 0.85538], [-0.53534, 1.64009, 0.50944], [-1.63700, 0.98785, -0.17227], [-2.05744, -0.22314, 0.48188], [-1.61978, -1.33706, -0.36375], [-1.91194, -0.95699, -1.72450], [-1.12707, -1.29950, -2.64756], [1.96133, -1.80148, 0.86497], [3.28191, -0.52718, 0.86340], [3.03408, -1.60578, -0.66051], [2.06336, 0.89435, -0.93488], [0.77270, -0.42031, -1.18794], [1.48504, 1.35703, 1.40672], [0.44041, -0.13106, 1.61627], [-0.14564, 2.45231, -0.21119], [-0.87653, 2.21392, 1.45590], [-3.21489, -0.27946, 0.48977], [-1.73089, -0.32460, 1.56773], [-2.85088, -0.35303, -1.97765]], "nbo_charge": [-0.62, -0.42, -0.44, -0.08, -0.55, 0.20, -0.54, 0.63, -0.55, 0.21, 0.20, 0.22, 0.20, 0.24, 0.22, 0.20, 0.20, 0.18, 0.17, 0.20, 0.15], "homo_lumo_gap_ev": 11.418, "smiles": "CCCCOCOC=O"}

=====

## Q
{"formula": "C6H12O3", "method": "the ωB97M-V functional and the def2-TZVPD basis", "species": ["C", "C", "C", "C", "C", "C", "O", "O", "O", "H", "H", "H", "H", "H", "H", "H", "H", "H", "H", "H", "H"], "coordinates": [[1.20653, -0.50128, 0.13180], [-0.06504, -0.83295, 0.13705], [-0.70200, -2.07838, 0.10886], [-2.65181, 0.26868, 0.01723], [3.10313, 0.73733, -0.10910], [-1.23811, 0.74530, 0.07099], [-1.05558, 1.34347, -1.13139], [-0.90498, 1.49812, 1.11981], [1.69052, 0.84783, 0.12301], [1.97950, -1.22065, 0.16069], [-1.66199, -1.90143, -0.47792], [-0.03678, -2.83006, -0.32144], [-0.94052, -2.46659, 1.04668], [-2.93996, -0.15090, 0.92590], [-2.72593, -0.38539, -0.86345], [-3.30008, 1.16138, -0.23341], [3.39506, 0.53287, -1.22300], [3.67083, 0.05278, 0.59263], [3.38616, 1.75206, 0.07956], [-0.25741, 1.83073, -1.18996], [0.04848, 1.59710, 1.03546]], "nbo_charge": [0.04, -0.07, -0.67, -0.66, -0.26, 0.59, -0.72, -0.71, -0.57, 0.16, 0.22, 0.21, 0.22, 0.22, 0.22, 0.23, 0.18, 0.19, 0.19, 0.48, 0.49], "homo_lumo_gap_ev": 9.500}

=====

## R
{"formula": "C6H12O3", "method": "the ωB97M-V functional and the def2-TZVPD basis", "species": ["C", "C", "C", "C", "C", "C", "H", "H", "H", "H", "H", "H", "H", "H", "H", "H", "H", "H", "O", "O", "O"], "coordinates": [[-1.10206, 1.99057, -0.31409], [-0.12449, 0.70532, -0.37323], [1.11173, 0.55884, 0.68303], [0.80052, -0.94028, 0.69342], [-0.49178, -0.65014, 0.28815], [-1.13240, -1.71430, -0.68483], [-2.16389, 1.78838, -0.74071], [-0.57306, 2.83192, -1.15909], [-0.96361, 2.31048, 0.80388], [0.26199, 0.65625, -1.42447], [0.72014, 0.88583, 1.59748], [2.23527, 0.90708, -1.62864], [0.84373, -1.52562, 1.70944], [2.43790, -0.69179, -0.45861], [-1.34495, -2.76771, -0.35302], [-0.67821, -1.60794, -1.74254], [-2.12362, -1.10037, -0.99624], [-0.57013, -0.77606, 2.61835], [2.38673, 0.92934, 0.36342], [1.76174, -1.49004, -0.33352], [-1.29156, -0.29977, 1.45180]], "nbo_charge": [-0.63, -0.18, 0.03, 0.06, 0.18, -0.64, 0.24, 0.21, 0.24, 0.21, 0.22, 0.27, 0.16, 0.49, 0.24, 0.23, 0.21, 0.42, -0.53, -0.75, -0.67], "homo_lumo_gap_ev": 6.695}

=====

It comes down to P, which is 83.9 kJ/mol more stable than the next structure.

=====

## P
{"formula": "C8H8O", "method": "the ωB97M-V functional and the def2-TZVPD basis", "species": ["C", "C", "C", "C", "C", "C", "C", "C", "H", "H", "H", "H", "H", "H", "H", "H", "O"], "coordinates": [[-0.18355, -2.11422, -0.91971], [-0.11612, -0.79815, -0.41744], [0.17839, 1.24102, 0.38133], [-0.93606, 0.10454, 0.44798], [-0.22642, -0.40015, 1.75302], [0.93265, -0.10260, 0.60382], [0.27521, 1.31719, -2.09814], [0.20386, 1.82325, -0.89268], [-1.06594, -2.71522, -0.77941], [0.85232, -3.25800, -0.69715], [0.50786, 1.94009, 1.05751], [-1.99637, 0.18639, 0.70441], [-0.35414, 0.60881, 2.50112], [-0.38607, -1.39142, 2.05091], [2.00409, -0.50534, 0.65588], [0.10789, 3.04927, -1.00732], [0.20241, 1.01453, -3.34411]], "nbo_charge": [-0.36, -0.04, -0.25, -0.24, -0.36, -0.20, 0.69, -0.51, 0.20, 0.17, 0.24, 0.23, 0.20, 0.21, 0.23, 0.29, -0.50], "homo_lumo_gap_ev": 8.649}

=====

## Q
{"formula": "C8H8O", "method": "the ωB97M-V functional and the def2-TZVPD basis", "species": ["C", "C", "C", "C", "C", "C", "C", "C", "O", "H", "H", "H", "H", "H", "H", "H", "H"], "coordinates": [[-2.20518, -0.76514, -0.30047], [-0.94104, -1.37141, 0.22594], [0.14516, -0.71917, 0.76908], [0.23442, 0.74250, 0.71137], [1.38120, 1.45448, 0.45354], [2.64562, 0.80771, 0.32074], [2.60778, -0.51388, 0.45586], [1.56240, -1.22061, 1.22523], [2.08684, -1.86670, 2.11338], [-2.03322, 0.30138, -0.24878], [-2.97005, -0.83738, 0.49712], [-2.44749, -1.14159, -1.31269], [-0.87089, -2.55878, 0.09112], [-0.67918, 1.35848, 0.78610], [1.42312, 2.46793, 0.23525], [3.54160, 1.32324, 0.38427], [3.58231, -1.08862, 0.44979]], "nbo_charge": [-0.67, -0.07, -0.18, -0.21, -0.21, -0.21, -0.26, 0.55, -0.50, 0.22, 0.24, 0.24, 0.21, 0.22, 0.21, 0.22, 0.22], "homo_lumo_gap_ev": 8.111, "smiles": "C/C=C1\\C=CC=CC1=O"}

=====

It comes down to Q, which is 618.8 kJ/mol more stable than the next structure.

=====

## P
{"formula": "C5H4S", "method": "the ωB97M-V functional and the def2-TZVPD basis", "species": ["C", "C", "C", "C", "C", "S", "H", "H", "H", "H"], "coordinates": [[0.12695, 0.23034, 1.26146], [0.65567, 1.40060, 1.26340], [-0.44168, -1.04603, 1.17154], [-0.40793, -1.25475, -0.10683], [0.88640, 1.05615, -0.08592], [0.07901, 1.64299, -1.55614], [-0.82458, -1.65383, 1.91563], [-0.02137, -0.74431, -1.01532], [1.69715, 0.33665, -0.36022], [0.33246, 2.96926, -1.45093]], "mulliken_charge": [0.60, -0.49, -0.40, -0.50, -0.38, -0.21, 0.40, 0.34, 0.47, 0.16], "homo_lumo_gap_ev": [8.419, 7.502]}

=====

## Q
{"formula": "C5H4S", "method": "the ωB97M-V functional and the def2-TZVPD basis", "species": ["S", "C", "C", "C", "C", "C", "H", "H", "H", "H"], "coordinates": [[2.24586, -1.38482, -1.03576], [0.87346, -0.60389, -0.58091], [0.32672, -1.00640, 0.67198], [-0.67290, -0.12069, 0.92666], [-0.88414, 0.84604, -0.17104], [0.03143, 0.61047, -1.14869], [0.73391, -1.60533, 1.60916], [-1.34560, 0.07740, 1.80193], [-1.59883, 1.53067, -0.21723], [0.29009, 1.65656, -1.85612]], "nbo_charge": [0.13, -0.15, -0.31, -0.16, -0.21, -0.24, 0.26, 0.22, 0.20, 0.26], "homo_lumo_gap_ev": 7.299, "smiles": "S=C1C=CC=C1"}

=====

It comes down to Q, which is 458.5 kJ/mol more stable than the next structure.

=====

## P
{"formula": "C7H9NO", "method": "the ωB97M-V functional and the def2-TZVPD basis", "species": ["O", "C", "C", "C", "C", "C", "C", "C", "N", "H", "H", "H", "H", "H", "H", "H", "H", "H"], "coordinates": [[1.00535, -1.20751, 1.05880], [1.93558, -0.52668, 0.09848], [1.22841, 0.52477, -0.66060], [0.59840, 1.65224, 0.35303], [-0.80004, 1.14045, -0.16609], [-1.95145, 0.63812, 0.47452], [-1.78803, -0.82971, 0.18627], [-0.89251, -1.13585, -0.89255], [-0.15976, 0.21110, -0.95762], [0.29913, -1.48305, 0.27689], [2.69255, -0.10288, 0.77985], [2.50075, -1.24822, -0.56031], [1.77612, 1.04986, -1.39469], [0.65355, 2.81150, 0.42656], [0.89927, 1.33443, 1.45839], [-2.56926, 0.76305, 1.44993], [-2.70393, -1.52685, 0.70092], [-0.45484, -2.19548, -1.26299]], "nbo_charge": [-0.75, -0.12, -0.06, -0.43, 0.19, -0.35, -0.19, -0.25, -0.34, 0.48, 0.21, 0.18, 0.22, 0.23, 0.24, 0.25, 0.23, 0.27], "homo_lumo_gap_ev": 9.112, "smiles": "OC[C@@H]1Cc2cccn21"}

=====

## Q
{"formula": "C7H9NO", "method": "the ωB97M-V functional and the def2-TZVPD basis", "species": ["O", "C", "C", "C", "C", "C", "N", "C", "C", "H", "H", "H", "H", "H", "H", "H", "H", "H"], "coordinates": [[-2.34724, -1.79927, 0.05031], [-1.59048, -0.79576, 0.08335], [-2.02618, 0.59773, 0.03511], [-0.71166, 1.36085, -0.32966], [0.34532, 0.53791, 0.49008], [1.84557, 0.35166, 0.10446], [1.93240, -1.07207, -0.10345], [0.74153, -1.73727, -0.03415], [-0.23257, -0.78885, 0.24022], [-2.53647, 0.76466, 0.93631], [-2.91681, 0.50409, -0.73380], [-0.61903, 2.40486, 0.01215], [-0.46645, 1.47157, -1.45397], [0.37871, 0.92367, 1.49752], [2.09225, 1.01339, -0.88567], [2.58382, 0.55426, 0.95449], [2.84266, -1.55367, -0.49970], [0.68462, -2.73777, -0.36359]], "nbo_charge": [-0.61, 0.52, -0.51, -0.39, -0.25, -0.20, -0.58, 0.15, -0.27, 0.24, 0.24, 0.21, 0.22, 0.21, 0.19, 0.21, 0.41, 0.22], "homo_lumo_gap_ev": 8.363, "smiles": "O=C1CC[C@@H]2CNC=C12"}

=====

It comes down to Q, which is 364.2 kJ/mol more stable than the next structure.